{"formula": "C18H28AsCl3GeN2S2Si2Zn", "method": "wB97M-V/def2-TZVPD", "energy_ev": -262867.898, "homo_energy_ev": [-11.28, -11.26], "multiplicity": 2, "total_charge": 1, "elements": ["Zn", "Cl", "Ge", "Cl", "Cl", "S", "C", "N", "C", "C", "C", "C", "H", "H", "H", "H", "H", "C", "Si", "C", "C", "As", "Si", "C", "C", "C", "H", "H", "H", "H", "H", "H", "H", "H", "H", "H", "H", "H", "H", "H", "H", "H", "H", "H", "S", "C", "N", "C", "C", "C", "C", "C", "C", "H", "H", "H", "H", "H"], "positions_angstrom": [[-1.489725, 0.307196, 0.560081], [-2.308908, 3.790089, 1.971204], [-3.287014, 2.059806, 0.985422], [-3.141950, 2.772102, -1.153729], [-5.378795, 2.365024, 1.421098], [-1.090777, -1.025790, 2.662044], [-0.290052, 0.037772, 3.719819], [0.631797, -0.488062, 4.568475], [1.377034, 0.244906, 5.427584], [1.221700, 1.594758, 5.485803], [0.251299, 2.190706, 4.660271], [-0.494339, 1.426874, 3.800226], [0.736969, -1.493716, 4.537060], [2.078754, -0.297648, 6.043759], [1.819878, 2.187411, 6.160507], [0.083912, 3.258995, 4.706288], [-1.243853, 1.878396, 3.168054], [-4.483225, -0.522142, -2.863576], [-2.726728, -0.986448, -3.313456], [-2.650127, -2.674798, -4.140526], [-1.745359, 0.348259, -4.208151], [-1.481061, -1.339738, -1.250873], [0.763761, -2.117973, -1.630576], [1.810655, -0.677010, -2.250458], [0.702019, -3.569634, -2.831462], [1.378950, -2.767245, 0.032652], [-5.093885, -0.414342, -3.762678], [-4.516849, 0.422656, -2.326334], [-4.939666, -1.290542, -2.237314], [-3.082034, -2.652793, -5.142628], [-3.210559, -3.402024, -3.550387], [-1.620581, -3.025181, -4.221702], [-2.278978, 0.689753, -5.097306], [-0.770132, -0.027303, -4.521656], [-1.601343, 1.212365, -3.556525], [1.439199, -0.287549, -3.199807], [2.845796, -0.992095, -2.395688], [1.812171, 0.139003, -1.526012], [0.561512, -3.265733, -3.869541], [-0.119063, -4.231562, -2.549476], [1.630439, -4.140710, -2.774505], [0.899678, -2.251679, 0.865987], [2.460188, -2.647531, 0.127221], [1.147049, -3.828921, 0.133195], [1.506812, 3.756185, -0.271194], [0.117664, 2.765148, -0.192967], [0.257144, 1.622078, 0.412686], [1.559400, 1.455855, 0.866272], [2.068316, 0.336344, 1.523347], [3.401881, 0.321318, 1.873657], [4.235724, 1.405969, 1.583191], [3.749261, 2.523088, 0.935877], [2.404558, 2.537056, 0.577945], [-0.815338, 3.096292, -0.627480], [1.418583, -0.503980, 1.728707], [3.814877, -0.549228, 2.367301], [5.281726, 1.364156, 1.856153], [4.391637, 3.361818, 0.704123]], "forces_ev_per_angstrom": [[0.149, 0.049, 0.975], [-0.157, 0.053, 0.018], [0.269, 0.043, -0.473], [-0.209, 0.004, -0.048], [0.273, -0.164, 0.007], [-0.211, -0.115, -0.572], [0.093, 0.276, 0.184], [-0.200, 0.172, -0.086], [0.084, 0.019, 0.120], [-0.061, 0.121, -0.038], [0.033, -0.112, 0.006], [0.100, -0.098, -0.012], [0.091, -0.031, 0.005], [-0.026, -0.052, -0.024], [0.018, -0.057, 0.031], [-0.006, 0.008, -0.018], [0.059, 0.000, 0.044], [0.330, -0.025, 0.052], [-0.041, -0.339, -0.112], [0.048, 0.305, 0.137], [-0.150, -0.194, 0.288], [0.166, 0.412, -0.347], [0.338, -0.476, -0.029], [-0.398, -0.064, 0.103], [-0.086, 0.372, 0.118], [-0.249, 0.150, -0.137], [0.064, -0.037, -0.051], [-0.003, 0.116, 0.062], [0.016, -0.019, -0.025], [-0.024, 0.057, -0.006], [-0.003, -0.008, -0.005], [-0.065, 0.004, -0.049], [-0.056, -0.054, -0.006], [0.003, -0.001, 0.009], [0.006, 0.015, -0.023], [0.006, -0.007, 0.002], [-0.016, -0.117, 0.017], [0.009, 0.021, 0.003], [0.002, 0.011, 0.024], [0.037, -0.058, -0.043], [0.037, 0.029, 0.043], [0.029, -0.074, -0.005], [0.006, 0.030, -0.065], [-0.026, -0.002, -0.045], [0.008, -0.121, 0.054], [0.215, 0.181, 0.009], [-0.651, -0.236, -0.145], [0.335, 0.049, 0.061], [-0.029, -0.079, 0.009], [-0.085, -0.037, -0.010], [0.104, 0.101, -0.031], [0.045, 0.017, 0.017], [-0.280, -0.093, -0.032], [-0.016, -0.013, 0.011], [0.070, 0.073, 0.000], [-0.001, 0.008, 0.002], [-0.015, 0.011, 0.019], [0.022, -0.022, 0.008]]}

=====

{"formula": "C27H47F4N6OPSSbSn", "method": "wB97M-V/def2-TZVPD", "energy_ev": -83087.192, "homo_energy_ev": [-15.83, -15.42], "total_charge": 3, "elements": ["Sn", "C", "C", "N", "C", "C", "C", "C", "N", "C", "C", "F", "C", "F", "C", "C", "F", "C", "F", "H", "H", "H", "H", "H", "H", "H", "H", "H", "H", "H", "H", "H", "H", "H", "C", "N", "C", "S", "N", "C", "H", "H", "H", "H", "H", "H", "H", "H", "C", "P", "C", "C", "H", "H", "H", "H", "H", "H", "H", "H", "H", "N", "C", "O", "C", "C", "C", "N", "C", "C", "H", "H", "H", "H", "H", "H", "C", "Sb", "C", "C", "H", "H", "H", "H", "H", "H", "H", "H", "H"], "positions_angstrom": [[0.163965, -0.272666, -0.439333], [-1.842919, -4.311102, -1.332508], [-0.956671, -3.077520, -1.256209], [-0.825156, -2.362763, 0.055205], [-0.072367, -3.133440, 1.093282], [-0.842073, -4.192301, 1.869699], [-2.158859, -1.871719, 0.488025], [-2.147032, -1.063056, 1.780379], [-0.986911, -0.192910, 1.833552], [-0.590825, 0.349279, 2.976655], [0.718013, 0.917133, 3.036817], [1.491723, 0.817050, 1.944310], [1.216843, 1.492060, 4.170037], [2.451576, 1.983066, 4.162632], [0.444988, 1.562695, 5.328925], [-0.841359, 1.042599, 5.313288], [-1.597614, 1.122736, 6.391357], [-1.358060, 0.452724, 4.180092], [-2.608300, 0.013071, 4.191872], [-1.893348, -4.619203, -2.377696], [-1.436978, -5.151110, -0.775261], [-2.865534, -4.130606, -1.004667], [0.053633, -3.340522, -1.563861], [-1.327784, -2.328571, -1.964706], [0.770117, -3.592257, 0.571828], [0.344448, -2.406440, 1.795628], [-1.266497, -4.965265, 1.236337], [-0.149592, -4.680239, 2.555537], [-1.644019, -3.771205, 2.474155], [-2.540095, -1.265082, -0.342755], [-2.856478, -2.701039, 0.606973], [-3.083895, -0.502959, 1.849353], [-2.133196, -1.736003, 2.639379], [0.842564, 2.014325, 6.228770], [1.749022, 6.183654, 1.392847], [1.250872, 4.902299, 0.902637], [-0.030956, 4.623732, 0.671602], [-0.422745, 3.003609, 0.161200], [-0.920622, 5.588491, 0.845119], [-2.365275, 5.464906, 0.722930], [2.826459, 6.113242, 1.501591], [1.320338, 6.424693, 2.367121], [1.535364, 6.983270, 0.681586], [1.895929, 4.141248, 0.784593], [-0.571163, 6.500757, 1.101380], [-2.612769, 4.409500, 0.697434], [-2.723681, 5.957710, -0.180402], [-2.840391, 5.919671, 1.589527], [-0.244532, -1.283210, -4.745072], [0.950341, -0.994630, -3.396200], [2.140997, 0.158389, -4.155748], [1.896882, -2.579133, -3.397424], [0.279389, -1.635225, -5.635377], [-0.761439, -0.358335, -5.001762], [-0.983586, -2.033859, -4.461367], [2.601664, -0.303514, -5.030220], [2.932113, 0.426919, -3.454708], [1.632338, 1.069451, -4.473466], [2.874623, -2.433482, -3.857606], [1.362659, -3.330955, -3.979391], [2.056576, -2.982018, -2.400065], [7.471418, 0.865820, -0.888290], [6.555483, 0.199190, -1.610230], [6.730871, -0.305309, -2.695649], [5.154186, 0.091743, -1.046856], [4.307274, 1.190501, -0.962758], [2.969352, 0.983489, -0.689771], [2.468833, -0.240100, -0.480759], [3.296970, -1.297481, -0.496512], [4.636517, -1.175069, -0.787939], [8.411091, 0.928820, -1.251679], [7.294602, 1.178821, 0.049848], [4.669894, 2.190256, -1.162379], [2.257757, 1.803736, -0.671589], [2.862828, -2.268089, -0.290137], [5.264476, -2.053686, -0.846834], [-4.353958, 2.621123, -0.749328], [-2.588779, 2.048408, -1.765118], [-2.058686, 3.706393, -2.957916], [-3.368401, 0.700892, -3.230019], [-4.935794, 3.232939, -1.439675], [-4.141629, 3.182410, 0.153950], [-4.921198, 1.727426, -0.496099], [-2.955649, 4.063450, -3.464757], [-1.321716, 3.405000, -3.699517], [-1.641689, 4.483643, -2.324381], [-3.963669, 1.319747, -3.903146], [-4.003678, -0.041742, -2.751769], [-2.570508, 0.214222, -3.783056]], "forces_ev_per_angstrom": [[-0.474, 0.673, -0.535], [-0.004, -0.035, 0.035], [-0.020, 0.047, 0.009], [0.018, -0.024, -0.029], [-0.026, -0.013, 0.006], [0.000, -0.037, 0.013], [0.005, 0.027, -0.060], [0.086, -0.090, 0.093], [0.380, -0.428, 0.060], [-0.125, 0.232, 0.023], [-0.003, -0.019, -0.053], [-0.039, 0.000, 0.063], [0.010, 0.034, 0.019], [-0.048, -0.019, -0.010], [0.019, -0.001, -0.008], [-0.009, 0.002, -0.007], [0.006, -0.008, -0.005], [-0.001, -0.006, -0.043], [0.040, 0.019, 0.041], [-0.003, 0.011, 0.011], [0.007, 0.000, -0.020], [0.006, 0.006, 0.000], [0.048, 0.004, -0.026], [0.005, -0.009, 0.002], [0.000, -0.016, -0.002], [-0.016, -0.015, 0.021], [0.013, 0.011, 0.000], [0.001, 0.010, 0.007], [-0.002, -0.001, -0.003], [-0.025, 0.007, 0.027], [0.032, -0.019, 0.016], [0.019, 0.011, -0.017], [-0.051, 0.004, 0.001], [-0.004, 0.002, 0.001], [0.000, -0.024, -0.010], [-0.042, -0.008, 0.044], [0.031, -0.016, -0.114], [0.000, -0.016, 0.140], [-0.034, 0.014, -0.006], [0.033, -0.008, -0.002], [0.001, 0.004, 0.008], [0.000, 0.013, -0.003], [0.005, 0.005, 0.004], [0.020, 0.016, -0.031], [-0.008, -0.006, 0.027], [-0.007, 0.017, 0.018], [-0.004, -0.014, -0.007], [-0.004, 0.018, -0.013], [-0.004, 0.085, -0.052], [0.203, -0.389, 0.223], [-0.052, 0.109, -0.033], [0.010, 0.001, -0.101], [-0.006, -0.005, -0.001], [0.002, -0.002, -0.009], [0.017, 0.015, 0.019], [-0.023, 0.009, -0.016], [-0.017, -0.042, 0.004], [0.021, 0.024, 0.034], [-0.007, 0.001, -0.016], [-0.007, 0.002, 0.013], [0.020, 0.012, 0.045], [-0.034, 0.032, -0.022], [0.018, 0.000, -0.019], [-0.009, -0.018, 0.016], [-0.004, -0.064, 0.003], [-0.012, 0.031, -0.002], [0.025, -0.004, -0.098], [0.036, -0.360, 0.281], [0.048, -0.025, -0.004], [-0.023, 0.034, -0.011], [0.003, 0.003, 0.012], [0.021, -0.010, 0.010], [0.006, -0.002, 0.015], [-0.002, 0.001, 0.018], [-0.019, 0.022, 0.011], [0.009, 0.004, -0.003], [-0.096, -0.045, -0.008], [0.103, 0.282, 0.039], [-0.052, 0.037, -0.065], [-0.018, -0.078, 0.045], [-0.012, 0.006, 0.021], [0.001, -0.021, -0.006], [0.001, 0.002, -0.008], [0.013, 0.007, -0.008], [0.011, -0.002, 0.012], [-0.009, 0.010, -0.009], [-0.010, -0.031, -0.014], [0.000, 0.002, -0.005], [0.006, 0.011, 0.001]]}

=====

{"formula": "C15H28O19", "method": "wB97M-V/def2-TZVPD", "energy_ev": -54898.162, "homo_energy_ev": [-12.46, -12.46], "multiplicity": 2, "total_charge": 1, "elements": ["C", "C", "O", "C", "O", "O", "H", "H", "H", "H", "C", "C", "O", "C", "O", "O", "H", "H", "H", "H", "C", "C", "O", "C", "O", "O", "H", "H", "H", "H", "C", "C", "O", "C", "O", "O", "H", "H", "H", "H", "C", "C", "O", "C", "O", "O", "H", "H", "H", "H", "O", "H", "H", "O", "H", "H", "O", "H", "H", "O", "H", "H"], "positions_angstrom": [[-4.396657, 2.333944, -1.300225], [-4.528157, 1.087574, -2.148375], [-3.844927, 0.081854, -1.398175], [-3.021707, 0.598814, -0.506225], [-2.080137, 0.113844, 0.096225], [-3.476267, 1.812024, -0.328945], [-5.394477, 2.543934, -0.915045], [-3.895897, 3.200394, -1.732185], [-4.153537, 1.134794, -3.170885], [-5.596227, 0.872784, -2.113915], [1.161833, 4.056114, -1.128395], [-0.103237, 3.222174, -1.040935], [-0.417777, 3.012474, -2.341345], [0.474963, 3.511974, -3.174325], [0.438573, 3.463134, -4.417975], [1.389243, 4.041924, -2.500915], [1.986443, 3.639784, -0.549795], [0.965623, 5.054194, -0.736695], [-0.914097, 3.762054, -0.551925], [0.145853, 2.263554, -0.585855], [0.879373, 0.063844, -2.912005], [1.453463, -1.289226, -2.944775], [2.876083, -1.152796, -2.724955], [3.089863, 0.032004, -2.179995], [4.213553, 0.613724, -2.083735], [1.929253, 0.753564, -2.263575], [0.068093, 0.000494, -2.186805], [0.503763, 0.668104, -3.737765], [1.335053, -1.957606, -3.797625], [1.077303, -1.795706, -2.055915], [-3.698297, -3.055306, 0.956175], [-2.233387, -3.242966, 0.725615], [-1.787497, -4.139216, 1.745735], [-2.874007, -4.707146, 2.263565], [-2.704297, -5.733136, 3.020325], [-4.001237, -4.117656, 1.801495], [-4.029627, -3.437276, -0.009445], [-4.096537, -2.057866, 1.142195], [-1.620787, -2.352956, 0.581745], [-1.970497, -3.803326, -0.171605], [3.901553, -1.117776, 1.187245], [5.370743, -1.313646, 1.482185], [5.967473, -0.074356, 1.737755], [4.945353, 0.829944, 1.763785], [5.150103, 1.921254, 2.163135], [3.742543, 0.247114, 1.405745], [3.335513, -1.847516, 1.766195], [3.608633, -1.234336, 0.143825], [5.865553, -1.726676, 0.603175], [5.392823, -1.884546, 2.410455], [0.670263, -0.862276, 1.025175], [0.447173, -0.457696, 0.186855], [0.072553, -0.457346, 1.653675], [1.117863, -3.268686, 2.344405], [0.339883, -3.817106, 2.243345], [0.917983, -2.474856, 1.848295], [0.159043, 1.982164, 2.031625], [1.002963, 2.430904, 2.083095], [-0.309217, 2.260614, 2.818675], [-1.937947, 0.738044, 4.662635], [-1.708727, 0.717504, 5.591765], [-1.201177, 0.312364, 4.224225]], "forces_ev_per_angstrom": [[0.982, -0.851, -0.005], [-1.138, -0.049, -0.379], [0.468, -2.607, -1.552], [-0.143, 0.562, 0.448], [-1.333, 0.057, -1.153], [0.933, 3.253, 2.468], [0.519, 0.444, 0.661], [-0.381, -0.084, -0.177], [0.067, -0.066, 0.169], [0.220, -0.670, -0.586], [-0.502, 0.318, 1.558], [0.697, -0.090, 2.338], [-2.841, -1.571, -2.472], [-1.698, -1.027, -5.609], [-0.223, -0.275, 3.640], [4.636, 2.675, 0.878], [0.177, -0.065, -0.435], [0.292, 0.250, -0.454], [0.020, -0.416, 0.260], [-0.589, 0.024, 0.397], [-1.076, 0.836, 0.873], [0.218, -2.633, -0.112], [0.693, -0.013, 0.822], [1.148, 3.068, -3.656], [-3.300, -2.393, 1.380], [1.950, 1.187, 1.829], [-0.366, 0.383, -0.148], [0.566, -0.447, -0.525], [-0.099, 0.410, -0.077], [0.028, -0.417, -0.144], [0.272, -0.812, -2.943], [2.364, 0.229, -0.998], [0.122, 1.258, 0.218], [1.278, -5.178, 3.495], [-1.972, 5.058, -3.419], [-0.188, -1.216, 2.437], [-1.143, 0.900, -0.153], [0.097, -0.343, 0.779], [-0.067, 0.206, 0.999], [-0.724, -0.040, -0.447], [1.770, 0.940, 0.198], [-0.111, -0.655, -0.336], [-1.723, -0.521, -0.835], [1.547, 1.415, 1.331], [-1.322, -0.134, -0.568], [-0.341, 0.478, 0.334], [-1.011, 0.267, 0.268], [-0.158, -0.441, -0.737], [0.447, -0.713, 0.294], [0.781, -0.710, -0.115], [0.630, -0.362, -0.171], [-0.352, 0.203, -0.096], [-0.265, 0.522, 0.136], [0.629, -0.025, 0.220], [-0.311, -0.388, 0.094], [-0.190, 0.297, -0.325], [0.022, -0.273, -0.241], [0.289, 0.099, 0.087], [-0.365, 0.141, 0.292], [-0.069, 0.238, -0.294], [-0.013, -0.008, 0.320], [0.148, -0.228, -0.064]]}

=====

{"formula": "C5H7ClO2", "method": "wB97M-V/def2-TZVPD", "energy_ev": -21910.183, "homo_energy_ev": [-8.32, -8.64], "elements": ["C", "C", "C", "C", "C", "O", "O", "Cl", "H", "H", "H", "H", "H", "H", "H"], "positions_angstrom": [[-1.153979, 0.700833, -0.474722], [1.604343, 0.895972, -1.006095], [0.269084, 0.720898, -0.480903], [-1.805543, 0.674048, 0.864198], [0.621914, -2.150561, 0.224417], [-1.746345, 0.751074, -1.534180], [1.286536, 0.912271, 0.346384], [1.963597, -1.752806, 1.232718], [2.039889, -0.099347, -1.364457], [2.150757, 1.845368, -1.324984], [-2.952324, 0.781317, 0.927231], [-1.270205, 1.379109, 1.482729], [-1.607202, -0.302406, 1.298319], [0.833858, -1.664453, -0.769159], [-0.234382, -2.691318, 0.578502]], "forces_ev_per_angstrom": [[0.066, 0.523, 0.119], [1.470, -0.738, -2.691], [0.296, 0.761, -0.667], [-1.489, -0.569, 0.764], [1.802, 1.571, -1.347], [-0.563, -0.178, -0.941], [-0.432, -0.077, 3.035], [-0.673, -0.715, 0.190], [0.013, 1.627, 0.422], [-1.289, -1.340, -0.050], [1.977, 0.243, -0.602], [-0.203, 0.372, 0.462], [0.124, -0.210, 0.198], [-1.085, -1.274, 1.051], [-0.014, 0.004, 0.059]]}

=====

What is the formula in the third record? C15H28O19